Here is the ion C6H12NO with charge -1 at a distorted geometry from the Open Molecules 2025 dataset. Energies are from ωB97M-V/def2-TZVPD.

Geometry as XYZ:
```
20
Properties=species:S:1:pos:R:3:forces:R:3:mulliken_charge:R:1
O 1.677 -2.181 -2.514 -0.268 -0.098 -0.092 -0.887
N 1.083 1.383 2.271 0.080 0.038 0.192 -0.661
C -0.491 0.424 0.617 -0.376 0.097 -0.709 0.369
C 0.464 0.315 1.523 0.551 0.519 0.666 -0.100
C -0.215 -1.005 -1.462 -0.623 0.243 -0.985 -0.462
C -0.970 -0.765 -0.152 -0.264 -1.559 0.548 -0.967
C -1.092 1.733 0.168 0.620 0.489 0.490 -1.242
C 1.155 -1.776 -1.352 0.121 0.928 -0.424 -0.307
H -0.928 1.962 -0.888 -0.170 -0.520 -0.137 0.315
H -0.890 -1.712 0.418 0.670 0.391 0.218 0.345
H 1.817 -1.012 -0.847 -0.025 -0.238 0.352 0.054
H -2.160 1.749 0.384 -0.085 0.067 -0.112 0.285
H -2.065 -0.793 -0.235 -0.041 0.770 -0.552 0.448
H -0.611 2.578 0.671 -0.210 -0.060 0.203 0.313
H 1.879 1.810 1.802 -0.320 -0.157 0.056 0.220
H 0.445 2.095 2.598 0.027 0.004 -0.287 0.249
H -0.883 -1.510 -2.174 0.123 -0.606 0.242 0.333
H 0.991 -2.590 -0.603 -0.141 -0.099 0.215 0.124
H -0.086 -0.063 -2.023 0.434 0.052 0.397 0.209
H 0.882 -0.643 1.797 -0.102 -0.261 -0.281 0.363
```
Forces are in eV/Å.

Values from the calculation:
**Strongest force on any atom**: 0.0325 Eh/bohr
**Energy above the lowest of the compared OMol25 structures with the same formula, charge and spin**: 47.8 kJ/mol
**Molecular weight**: 114.168 g/mol
**LUMO level**: 3.47 eV
**Multiplicity**: 1
**Orbital gap**: 0.204 hartree
**SMILES**: C/C(=C\N)CCC[O-]
**Total charge**: -1